[1]
Computed, not measured: a molecular structure, C10H25AlBBrCl5CsO8SV at a distorted geometry, with the ωB97M-V functional and the def2-TZVPD basis.

As for the HOMO energy (alpha / beta): -0.492 / -0.485 Eh. Its LUMO energy (alpha / beta) is -9.810 / -9.995 eV. As for the charge: +2. The frontier orbital gap (alpha / beta) is 3.5824 / 3.2027 eV. Its multiplicity is 2.

CARTESIAN COORDINATES (ANGSTROEM)
B  -0.295  -1.375  2.401
O  1.018  -0.814  2.058
C  1.297  -0.806  0.621
C  2.757  -1.598  0.430
O  3.560  -1.270  1.619
C  4.750  -0.471  1.290
C  4.580  1.151  1.611
H  -0.979  -1.679  1.499
H  -0.150  -2.320  3.115
H  -0.847  -0.559  3.084
H  1.502  0.328  0.314
H  0.472  -1.265  -0.066
H  2.487  -2.751  0.455
H  3.268  -1.361  -0.596
H  5.172  -0.661  0.201
H  5.616  -0.840  2.024
H  4.287  1.750  0.649
H  3.797  1.348  2.486
H  5.655  1.539  1.952
Cs  3.312  -4.316  1.033
O  -0.057  -1.018  6.595
V  0.326  -1.034  4.881
Br  -0.952  1.121  7.026
O  3.100  -3.444  -4.056
H  3.572  -3.842  -4.803
H  2.448  -2.862  -4.474
C  -0.561  3.794  0.588
S  -1.090  2.108  0.201
O  -0.178  1.584  -0.869
C  -2.645  2.580  -0.593
H  0.422  3.749  1.064
H  -0.493  4.384  -0.328
H  -1.274  4.251  1.277
H  -2.448  3.246  -1.437
H  -3.290  3.077  0.135
H  -3.139  1.675  -0.955
Cl  -4.179  2.034  -2.056
C  -7.235  1.111  -3.386
C  -8.258  2.116  -2.967
O  -9.459  1.606  -3.515
C  -9.280  0.263  -3.681
O  -10.169  -0.519  -3.974
O  -7.977  -0.090  -3.477
H  -6.425  1.012  -2.657
H  -6.805  1.336  -4.367
H  -8.363  2.177  -1.879
H  -8.046  3.115  -3.359
Cl  -2.689  -1.667  0.853
Al  -3.072  1.081  1.877
C  9.463  -3.433  0.515
Cl  8.064  -2.659  1.280
Cl  8.951  -4.825  -0.453
Cl  10.346  -2.268  -0.488
H  10.133  -3.788  1.302

In elementary charge units, the Mulliken charges are:
1 B 1.054
2 O -0.505
3 C -0.237
4 C -0.793
5 O -0.192
6 C -0.138
7 C -0.865
8 H -0.234
9 H -0.175
10 H -0.343
11 H 0.057
12 H 0.373
13 H 0.230
14 H 0.504
15 H 0.315
16 H 0.095
17 H 0.244
18 H 0.149
19 H 0.357
20 Cs 1.058
21 O -0.675
22 V 1.216
23 Br 0.211
24 O -0.644
25 H 0.326
26 H 0.325
27 C -1.107
28 S 0.851
29 O -0.659
30 C -1.338
31 H 0.366
32 H 0.386
33 H 0.367
34 H 0.497
35 H 0.570
36 H 0.331
37 Cl -0.223
38 C 0.172
39 C -0.344
40 O -0.307
41 C 0.624
42 O -0.521
43 O -0.338
44 H -0.068
45 H 0.300
46 H 0.281
47 H 0.302
48 Cl -0.436
49 Al 0.572
50 C -0.021
51 Cl -0.096
52 Cl -0.114
53 Cl -0.095
54 H 0.333

[2]
Computed, not measured: a molecular structure, C2H32Mn2O21 at a distorted geometry, with the ωB97M-V functional and the def2-TZVPD basis.

As for the HOMO energy (alpha / beta): -0.562 / -0.562 Eh. Its LUMO energy (alpha / beta) is -6.637 / -6.771 eV. As for the charge: +2. The frontier orbital gap (alpha / beta) is 8.6430 / 8.5088 eV. Its multiplicity is 11.

CARTESIAN COORDINATES (ANGSTROEM)
Mn  4.759  -2.967  2.185
Mn  2.738  -0.057  -0.810
C  4.795  0.093  1.083
O  4.192  0.835  0.343
O  5.981  0.558  1.528
O  4.409  -1.037  1.404
H  6.215  1.417  1.116
C  3.042  -3.349  -0.489
O  3.577  -3.628  0.596
O  2.892  -4.322  -1.370
O  2.633  -2.224  -0.823
H  3.347  -5.129  -1.153
O  5.205  0.380  4.427
H  4.697  -0.073  5.085
H  5.739  -0.183  3.881
O  6.927  3.698  3.884
H  6.977  3.481  2.960
H  6.657  4.611  3.995
O  1.379  -0.117  0.909
H  1.600  0.331  1.718
H  0.656  -0.666  1.145
O  4.597  2.994  2.137
H  4.634  2.182  1.618
H  5.398  3.425  1.786
O  7.006  3.814  0.942
H  7.249  3.241  0.201
H  7.675  4.490  0.945
O  7.985  -0.275  3.469
H  8.295  0.449  2.951
H  8.739  -0.418  4.001
O  6.385  -1.156  -1.320
H  6.542  -0.406  -0.770
H  7.154  -1.150  -1.879
O  4.118  -0.263  -2.447
H  4.908  -0.551  -2.035
H  4.453  0.481  -2.928
O  2.574  0.597  3.427
H  3.526  0.660  3.636
H  2.035  0.521  4.244
O  3.789  4.017  -0.295
H  3.254  4.799  -0.157
H  3.885  3.616  0.595
O  6.658  -2.701  0.858
H  6.626  -2.263  0.000
H  7.553  -2.619  1.105
O  2.179  2.010  -1.331
H  1.304  2.209  -1.090
H  2.696  2.716  -0.951
O  6.953  1.382  -0.873
H  7.701  1.377  -1.466
H  6.315  1.881  -1.410
O  3.085  -2.020  3.521
H  2.888  -1.118  3.427
H  2.188  -2.371  3.586
O  9.335  -0.189  -0.254
H  8.753  0.367  0.218
H  9.310  -0.959  0.337

In elementary charge units, the Mulliken charges are:
1 Mn 0.872
2 Mn 0.720
3 C 0.733
4 O -0.108
5 O 0.278
6 O 1.449
7 H -0.166
8 C 0.573
9 O -0.729
10 O -0.445
11 O -0.649
12 H 0.336
13 O -0.696
14 H 0.311
15 H 0.176
16 O -0.595
17 H 0.366
18 H 0.317
19 O -0.447
20 H 0.144
21 H 0.273
22 O -0.858
23 H -0.103
24 H 0.332
25 O -0.557
26 H 0.208
27 H 0.301
28 O -0.561
29 H 0.241
30 H 0.292
31 O -0.807
32 H 0.332
33 H 0.345
34 O -0.570
35 H 0.412
36 H 0.323
37 O -0.722
38 H 0.194
39 H 0.298
40 O -0.728
41 H 0.300
42 H 0.519
43 O -0.513
44 H 0.284
45 H 0.240
46 O -0.570
47 H 0.308
48 H 0.337
49 O -0.633
50 H 0.320
51 H 0.203
52 O -0.566
53 H 0.327
54 H 0.360
55 O -0.607
56 H 0.280
57 H 0.324

[3]
Computed, not measured: a molecular structure, C40H54BN9O4PSiSr at a distorted geometry, with the ωB97M-V functional and the def2-TZVPD basis.

As for the HOMO energy: -0.124 Eh. Its LUMO energy is 1.914 eV. As for the charge: -1. The frontier orbital gap is 5.2939 eV. Its multiplicity is 1.

CARTESIAN COORDINATES (ANGSTROEM)
Sr  1.211  0.753  0.420
C  -5.768  1.583  0.155
N  -4.399  1.389  -0.263
C  -3.829  1.865  -1.415
C  -2.499  1.550  -1.342
N  -2.244  0.902  -0.172
C  -3.391  0.802  0.458
P  -3.611  -0.056  2.054
C  -2.920  -1.679  1.601
N  -2.119  -1.930  0.592
C  -1.788  -3.245  0.692
C  -2.404  -3.803  1.777
N  -3.138  -2.802  2.349
C  -3.960  -2.914  3.531
C  -2.123  0.577  2.885
N  -1.026  -0.127  3.049
C  -0.173  0.664  3.767
C  -0.774  1.854  4.064
N  -2.029  1.791  3.509
C  -3.001  2.855  3.477
H  -6.448  1.417  -0.679
H  -5.923  2.596  0.535
H  -6.000  0.878  0.950
H  -4.411  2.367  -2.169
H  -1.705  1.712  -2.052
H  -1.094  -3.691  0.001
H  -2.370  -4.798  2.187
H  -4.037  -3.964  3.803
H  -4.959  -2.523  3.339
H  -3.523  -2.366  4.368
H  0.831  0.349  3.990
H  -0.401  2.733  4.557
H  -3.022  3.369  4.436
H  -3.988  2.439  3.276
H  -2.763  3.585  2.700
N  -0.050  2.568  0.639
C  1.214  3.224  0.984
C  1.739  2.598  2.283
O  1.603  3.251  3.323
O  2.217  1.434  2.170
H  -0.802  3.211  0.445
H  -0.328  2.008  1.440
H  1.117  4.296  1.128
H  1.950  3.069  0.190
C  0.528  -2.990  -4.417
C  -0.853  -2.353  -4.611
C  -1.916  -3.442  -4.753
C  -0.854  -1.482  -5.871
N  -1.287  -1.516  -3.481
N  -0.389  -0.500  -3.064
H  0.766  -3.637  -5.263
H  0.550  -3.591  -3.505
H  1.308  -2.232  -4.336
H  -1.762  -4.016  -5.667
H  -2.907  -2.986  -4.781
H  -1.870  -4.130  -3.904
H  -0.717  -2.098  -6.762
H  -0.046  -0.749  -5.838
H  -1.805  -0.952  -5.947
H  -1.451  -2.095  -2.665
H  -0.271  0.175  -3.806
H  0.525  -0.848  -2.782
C  0.800  -6.150  2.609
C  0.551  -5.999  1.252
C  1.158  -4.973  0.541
C  2.046  -4.065  1.133
C  2.293  -4.263  2.499
C  1.682  -5.270  3.228
Si  2.690  -2.456  0.284
C  3.280  -2.944  -1.492
C  3.179  -4.193  -2.111
C  3.588  -4.400  -3.423
C  4.141  -3.359  -4.156
C  4.268  -2.110  -3.560
C  3.831  -1.908  -2.260
H  0.319  -6.938  3.177
H  -0.135  -6.677  0.752
H  0.925  -4.866  -0.514
H  2.977  -3.590  3.008
H  1.889  -5.371  4.288
H  4.081  -2.537  0.894
H  2.777  -5.032  -1.552
H  3.481  -5.381  -3.875
H  4.464  -3.515  -5.179
H  4.702  -1.284  -4.113
H  3.894  -0.913  -1.829
C  4.708  6.564  -5.872
C  3.620  6.691  -4.796
C  2.266  6.835  -5.495
C  3.861  7.962  -3.969
C  3.671  5.463  -3.883
C  4.833  5.204  -3.154
C  4.966  4.104  -2.311
C  3.894  3.243  -2.212
O  3.740  2.101  -1.490
B  2.423  1.583  -1.728
O  1.822  2.513  -2.645
C  2.725  3.492  -2.924
C  2.593  4.583  -3.760
H  4.687  7.420  -6.551
H  4.557  5.654  -6.455
H  5.699  6.515  -5.419
H  2.272  7.721  -6.133
H  1.460  6.950  -4.768
H  2.052  5.968  -6.123
H  3.817  8.846  -4.612
H  4.838  7.939  -3.486
H  3.101  8.060  -3.192
H  5.678  5.877  -3.242
H  5.877  3.937  -1.750
H  1.663  4.723  -4.294

Atom charges from the Mulliken analysis, given in e for atoms 1 to 99:
1 Sr 1.701
2 C -0.935
3 N 0.265
4 C -0.896
5 C -0.529
6 N 0.314
7 C 0.223
8 P -0.494
9 C -0.062
10 N -0.007
11 C -0.409
12 C -0.486
13 N 0.335
14 C -0.939
15 C -0.130
16 N -0.247
17 C -0.899
18 C -0.384
19 N 0.409
20 C -0.957
21 H 0.340
22 H 0.287
23 H 0.357
24 H 0.443
25 H 0.394
26 H 0.369
27 H 0.435
28 H 0.338
29 H 0.343
30 H 0.287
31 H 0.576
32 H 0.496
33 H 0.400
34 H 0.358
35 H 0.260
36 N -0.740
37 C -1.180
38 C 0.942
39 O -0.747
40 O -0.829
41 H 0.228
42 H 0.301
43 H 0.454
44 H 0.290
45 C -1.571
46 C 2.223
47 C -1.957
48 C -2.027
49 N -0.391
50 N 0.042
51 H 0.523
52 H 0.185
53 H 0.315
54 H 0.408
55 H 0.469
56 H 0.352
57 H 0.454
58 H 0.354
59 H 0.433
60 H 0.171
61 H 0.178
62 H -0.135
63 C -0.371
64 C -0.764
65 C -0.146
66 C 0.418
67 C -0.642
68 C -0.577
69 Si 0.520
70 C 0.184
71 C -0.161
72 C -0.670
73 C -0.416
74 C -0.633
75 C -0.304
76 H 0.380
77 H 0.350
78 H 0.177
79 H 0.321
80 H 0.375
81 H -0.361
82 H 0.402
83 H 0.380
84 H 0.328
85 H 0.391
86 H 0.162
87 C -1.622
88 C 1.933
89 C -2.088
90 C -1.629
91 C 0.658
92 C -0.408
93 C -1.961
94 C 0.928
95 O -0.742
96 B -0.516
97 O 0.130
98 C 0.826
99 C -0.974

[4]
Computed, not measured: 3 unconnected molecules or ions with the total composition C3H7O2 at a distorted geometry, with the ωB97M-V functional and the def2-TZVPD basis.

As for the HOMO energy: -0.079 Eh. Its LUMO energy is 3.630 eV. As for the charge: -1. The frontier orbital gap is 5.7737 eV. Its multiplicity is 1. As for the energy relative to the best compared isomer or geometry (same formula, charge and spin): 361.2 kJ/mol.

CARTESIAN COORDINATES (ANGSTROEM)
C  0.654  -1.287  -2.379
O  1.517  -2.066  -2.675
H  -0.364  -1.382  -2.785
H  0.891  -0.469  -1.685
H  4.535  2.601  1.866
C  -1.733  -0.113  1.322
C  -0.985  0.894  1.923
O  -0.519  1.940  1.389
H  -2.361  -0.739  1.962
H  -2.099  -0.124  0.294
H  -0.532  0.511  2.863
H  4.075  3.166  1.780

In elementary charge units, the Mulliken charges are:
1 C -0.038
2 O -0.418
3 H 0.205
4 H 0.236
5 H -0.001
6 C -0.850
7 C -0.050
8 O -0.729
9 H 0.204
10 H 0.218
11 H 0.222
12 H 0.001

Repeat the first record exactly.
Computed, not measured: a molecular structure, C10H25AlBBrCl5CsO8SV at a distorted geometry, with the ωB97M-V functional and the def2-TZVPD basis.

As for the HOMO energy (alpha / beta): -0.492 / -0.485 Eh. Its LUMO energy (alpha / beta) is -9.810 / -9.995 eV. As for the charge: +2. The frontier orbital gap (alpha / beta) is 3.5824 / 3.2027 eV. Its multiplicity is 2.

CARTESIAN COORDINATES (ANGSTROEM)
B  -0.295  -1.375  2.401
O  1.018  -0.814  2.058
C  1.297  -0.806  0.621
C  2.757  -1.598  0.430
O  3.560  -1.270  1.619
C  4.750  -0.471  1.290
C  4.580  1.151  1.611
H  -0.979  -1.679  1.499
H  -0.150  -2.320  3.115
H  -0.847  -0.559  3.084
H  1.502  0.328  0.314
H  0.472  -1.265  -0.066
H  2.487  -2.751  0.455
H  3.268  -1.361  -0.596
H  5.172  -0.661  0.201
H  5.616  -0.840  2.024
H  4.287  1.750  0.649
H  3.797  1.348  2.486
H  5.655  1.539  1.952
Cs  3.312  -4.316  1.033
O  -0.057  -1.018  6.595
V  0.326  -1.034  4.881
Br  -0.952  1.121  7.026
O  3.100  -3.444  -4.056
H  3.572  -3.842  -4.803
H  2.448  -2.862  -4.474
C  -0.561  3.794  0.588
S  -1.090  2.108  0.201
O  -0.178  1.584  -0.869
C  -2.645  2.580  -0.593
H  0.422  3.749  1.064
H  -0.493  4.384  -0.328
H  -1.274  4.251  1.277
H  -2.448  3.246  -1.437
H  -3.290  3.077  0.135
H  -3.139  1.675  -0.955
Cl  -4.179  2.034  -2.056
C  -7.235  1.111  -3.386
C  -8.258  2.116  -2.967
O  -9.459  1.606  -3.515
C  -9.280  0.263  -3.681
O  -10.169  -0.519  -3.974
O  -7.977  -0.090  -3.477
H  -6.425  1.012  -2.657
H  -6.805  1.336  -4.367
H  -8.363  2.177  -1.879
H  -8.046  3.115  -3.359
Cl  -2.689  -1.667  0.853
Al  -3.072  1.081  1.877
C  9.463  -3.433  0.515
Cl  8.064  -2.659  1.280
Cl  8.951  -4.825  -0.453
Cl  10.346  -2.268  -0.488
H  10.133  -3.788  1.302

In elementary charge units, the Mulliken charges are:
1 B 1.054
2 O -0.505
3 C -0.237
4 C -0.793
5 O -0.192
6 C -0.138
7 C -0.865
8 H -0.234
9 H -0.175
10 H -0.343
11 H 0.057
12 H 0.373
13 H 0.230
14 H 0.504
15 H 0.315
16 H 0.095
17 H 0.244
18 H 0.149
19 H 0.357
20 Cs 1.058
21 O -0.675
22 V 1.216
23 Br 0.211
24 O -0.644
25 H 0.326
26 H 0.325
27 C -1.107
28 S 0.851
29 O -0.659
30 C -1.338
31 H 0.366
32 H 0.386
33 H 0.367
34 H 0.497
35 H 0.570
36 H 0.331
37 Cl -0.223
38 C 0.172
39 C -0.344
40 O -0.307
41 C 0.624
42 O -0.521
43 O -0.338
44 H -0.068
45 H 0.300
46 H 0.281
47 H 0.302
48 Cl -0.436
49 Al 0.572
50 C -0.021
51 Cl -0.096
52 Cl -0.114
53 Cl -0.095
54 H 0.333